(1)
Molecular formula: C20H26N4O3W
Method: DFT, the ωB97M-V functional and the def2-TZVPD basis

Last column: Mulliken charge in e.
CARTESIAN COORDINATES (ANGSTROEM)
C1 -1.595 2.033 4.701  -0.615
O1 2.694 0.676 1.001  -0.082
H1 -3.455 -3.278 -0.230  0.387
C2 -1.140 -0.256 -3.798  -0.392
H2 1.352 -2.541 -4.184  0.568
H3 4.905 -3.057 -0.757  0.371
C3 0.503 0.799 3.874  -0.770
H4 1.603 1.761 -4.006  0.544
H5 -0.889 1.885 -3.774  0.532
C4 -0.383 0.913 -3.798  -0.221
W1 0.692 -0.608 -1.486  1.763
C5 0.723 3.952 -0.996  -1.176
C6 -2.173 -1.935 -1.154  0.864
C7 1.636 -0.390 -4.070  -0.358
H6 -3.785 -2.903 -1.974  0.395
H7 -0.686 0.295 5.604  0.319
H8 -3.641 1.759 3.939  0.442
H9 4.225 -4.102 -2.028  0.364
C8 2.070 0.041 0.267  0.212
H10 -4.163 -1.685 -0.687  0.340
C9 1.003 0.848 -3.943  -0.602
H11 -2.822 0.255 4.295  0.303
C10 4.460 -3.068 -1.758  -1.123
C11 0.666 -2.209 0.203  0.160
H12 2.720 -0.429 -4.189  0.546
C12 -0.367 1.191 5.055  -0.813
N1 -1.133 -1.453 -1.341  -0.672
H13 0.500 -0.722 2.299  -0.416
H14 -2.076 2.434 5.605  0.377
C13 -0.515 -1.496 -3.940  -0.542
H15 0.223 1.800 5.739  0.362
H16 -2.976 1.449 1.802  0.363
C14 0.757 2.538 -1.160  0.831
O2 0.334 -3.066 0.903  -0.098
C15 -3.478 -2.488 -0.998  -1.140
H17 1.296 4.398 -1.827  0.402
H18 5.174 -2.649 -2.473  0.372
N2 0.775 1.395 -1.355  -0.615
H19 1.419 0.318 4.246  0.447
H20 -2.234 -0.191 -3.773  0.513
C16 -1.153 0.580 1.989  0.244
H21 1.168 4.226 -0.027  0.394
O3 -0.930 0.615 0.745  -0.560
N3 -2.239 1.239 2.468  -0.139
H22 -0.326 4.281 -1.028  0.342
C17 -2.655 1.270 3.889  -0.701
H23 -1.104 -2.416 -4.005  0.535
C18 -0.213 -0.164 2.911  0.163
N4 2.292 -1.642 -1.795  -0.194
H24 -1.291 2.907 4.106  0.299
C19 3.271 -2.294 -1.827  0.962
H25 -0.764 -0.919 3.504  0.583
C20 0.873 -1.568 -4.067  -0.356
H26 0.847 1.670 3.304  0.287

Summary:
HOMO (spin up / spin down)   -0.737 / -0.736 hartree
Net charge   +4
Molar mass   554.3 g mol⁻¹
LUMO (spin up / spin down)   -15.5 / -15.1 eV
Frontier orbital gap (spin up / spin down)   0.168 / 0.180 hartree
Multiplicity   3
<S²>   2.019

(2)
Molecular formula: CH6N3S
Method: DFT, the ωB97M-V functional and the def2-TZVPD basis

Last column: Mulliken charge in e.
CARTESIAN COORDINATES (ANGSTROEM)
H1 2.498 -1.128 -0.547  0.273
N1 0.154 0.722 0.542  -0.297
H2 0.512 0.887 1.467  0.210
S1 -2.948 0.771 -0.146  -0.875
N2 2.083 -0.490 0.114  -0.563
H3 -0.843 -0.836 -1.069  0.248
H4 -0.861 0.863 0.435  0.022
C1 0.721 -0.297 -0.180  0.533
N3 0.157 -1.042 -1.045  -0.729
H5 -4.087 0.184 0.249  -0.027
H6 2.612 0.366 0.179  0.206

Summary:
HOMO   -0.113 hartree
Net charge   -1
Molar mass   92.1 g mol⁻¹
LUMO   4.0 eV
Frontier orbital gap   0.259 hartree

(3)
Molecular formula: C34H36BrN7O4PSZn
Method: DFT, the ωB97M-V functional and the def2-TZVPD basis

Last column: Mulliken charge in e.
CARTESIAN COORDINATES (ANGSTROEM)
C1 0.332 -1.657 -5.346  -0.952
H1 -3.832 -2.764 -0.827  0.457
H2 -1.578 -3.000 -0.901  0.116
C2 0.916 3.796 0.058  0.468
C3 -3.630 -0.400 2.208  -0.514
C4 -3.353 3.268 3.666  -1.509
H3 -3.753 0.719 -8.618  0.446
C5 2.177 -1.653 -0.327  0.577
C6 -2.248 2.118 -7.965  -0.494
H4 -2.387 -0.870 -2.442  0.330
C7 -2.510 -1.665 0.459  0.355
C8 -0.440 1.287 -6.564  -0.570
H5 1.282 -1.627 -5.894  0.388
H6 2.087 0.923 -1.974  0.733
O1 1.251 2.465 3.252  -0.392
H7 -5.760 -0.538 2.263  0.434
H8 -1.910 -1.964 -3.765  0.453
H9 2.550 5.013 0.730  0.346
C9 0.943 -2.314 -0.601  0.201
C10 -1.885 -0.934 -3.406  -1.835
C11 -2.417 -0.732 1.546  -0.122
C12 1.778 5.044 -0.032  -1.471
P1 0.120 2.297 2.110  0.176
H10 -3.541 2.349 4.216  0.309
N1 2.158 -0.536 0.437  0.557
O2 -1.310 -0.215 1.927  -1.167
H11 -3.568 0.246 3.071  0.584
C13 3.342 -3.317 -1.686  -1.025
N2 -1.702 -2.074 -6.565  -0.665
C14 0.952 -3.434 -1.439  -0.996
C15 -3.775 -2.100 0.023  -0.650
H12 3.244 0.945 1.350  0.601
H13 5.450 0.120 0.551  0.436
H14 -2.348 3.895 1.857  0.238
C16 -2.845 0.884 -8.062  -0.726
H15 1.165 5.927 0.127  0.326
C17 1.911 0.300 4.164  -0.839
N3 -0.745 -1.207 -6.168  0.801
H16 0.460 1.455 -5.995  0.403
H17 1.830 -0.318 5.053  0.451
C18 -2.423 3.005 2.491  0.269
H18 1.510 2.902 -0.164  -0.074
H19 -2.782 2.171 1.880  0.120
N4 0.492 -0.849 -4.163  0.612
H20 -2.890 3.985 4.341  0.388
H21 2.108 -4.804 -2.589  0.438
N5 -2.558 -1.490 -7.279  -0.564
H22 -0.655 3.311 -7.178  0.399
H23 1.432 -0.214 3.332  -0.032
H24 4.267 -3.718 -2.071  0.430
C19 3.313 0.064 0.725  -0.326
C20 4.543 -0.396 0.268  -0.945
C21 3.386 -2.179 -0.863  1.188
O3 -1.134 2.706 3.020  -0.157
Zn1 0.168 0.148 0.678  1.201
C22 -4.850 -0.837 1.762  -0.428
H25 1.746 2.200 5.182  0.378
H26 0.029 -3.942 -1.678  0.419
C23 -4.915 -1.674 0.645  -0.287
C24 2.136 -3.924 -1.964  -0.997
H27 2.243 5.098 -1.014  0.405
N6 0.077 0.283 -2.327  0.677
C25 -1.073 2.317 -7.228  -0.699
C26 4.587 -1.514 -0.540  -1.161
C27 -2.225 -0.173 -7.397  0.248
H28 0.106 -2.700 -5.087  0.330
C28 1.225 1.634 4.404  -0.276
H29 -4.300 3.669 3.317  0.405
C29 -0.487 -0.476 -3.292  1.033
O4 0.369 3.706 1.363  -0.413
H30 -2.453 -0.317 -4.108  0.190
C30 1.424 0.367 -2.599  0.166
S1 -1.988 1.506 -1.318  -0.216
N7 -0.157 -1.768 -0.002  0.244
H31 2.584 -0.462 -4.278  0.608
Br1 -6.626 -2.248 0.013  -0.251
H32 -2.697 2.964 -8.463  0.376
C31 -1.374 -2.190 -0.196  0.144
H33 5.521 -1.894 -0.927  0.425
H34 0.091 3.849 -0.663  0.190
C32 1.675 -0.316 -3.736  -1.862
C33 -1.029 0.034 -6.665  1.139
H35 2.963 0.450 3.934  0.261
H36 0.192 1.468 4.713  0.184
C34 -0.473 0.845 -1.160  -0.437

Summary:
HOMO (spin up / spin down)   -0.171 / -0.256 hartree
Net charge   0
Molar mass   815.0 g mol⁻¹
LUMO (spin up / spin down)   -0.7 / -0.7 eV
Frontier orbital gap (spin up / spin down)   0.145 / 0.231 hartree
Multiplicity   2
<S²>   0.802

(4)
Molecular formula: C48H105N5O7
Method: DFT, the ωB97M-V functional and the def2-TZVPD basis

Last column: Mulliken charge in e.
CARTESIAN COORDINATES (ANGSTROEM)
H1 -0.595 9.384 -8.386  -1.200
H2 -2.874 5.220 -15.659  0.393
H3 -4.303 -1.041 -5.041  0.407
H4 8.118 3.332 -9.669  0.361
C1 3.226 3.541 -11.243  -2.010
C2 0.456 7.398 -5.768  1.487
H5 2.342 3.966 -11.731  0.093
C3 2.337 10.549 -13.347  1.674
H6 4.401 6.688 -10.526  0.512
C4 -3.600 -0.260 -5.343  -1.801
C5 -3.726 2.581 -12.968  1.630
H7 -0.422 8.540 -4.094  0.321
H8 6.037 2.675 -7.561  0.479
H9 -0.907 -0.302 -10.154  0.161
H10 -2.641 7.828 -4.969  0.306
C6 -2.941 5.703 -13.243  -1.693
C7 -0.132 5.383 -9.678  0.932
C8 3.871 5.761 -10.299  -0.251
N1 5.590 4.052 -10.662  0.223
C9 4.596 5.125 -12.609  -2.239
C10 1.445 6.237 -5.878  -1.376
H11 -6.459 2.950 -6.932  0.445
H12 -5.286 2.119 -14.396  0.407
H13 -0.726 6.848 -4.069  0.317
C11 2.214 10.647 -14.881  -1.981
H14 -5.635 2.603 -12.050  0.616
C12 6.031 4.015 -9.266  2.066
H15 5.443 5.022 -7.415  0.496
H16 -3.991 5.725 -13.545  0.353
H17 -1.011 9.063 -10.392  0.206
H18 2.968 3.181 -10.248  0.275
H19 -1.497 0.628 -6.610  0.767
H20 -1.420 9.687 -11.983  0.405
H21 -2.969 5.741 -12.151  0.070
H22 -0.176 3.869 -14.201  0.345
H23 4.524 10.561 -13.562  0.463
H24 6.073 6.123 -8.644  0.321
H25 -1.947 7.322 -8.883  -0.143
C13 5.561 2.746 -8.542  -1.977
H26 -6.408 2.408 -9.259  0.418
C14 -2.535 7.743 -8.068  -2.001
H27 -2.017 3.692 -15.858  0.419
C15 -2.351 0.737 -7.286  -0.597
C16 -2.909 -1.640 -7.350  -1.984
H28 3.355 4.740 -8.403  0.115
H29 0.490 11.273 -9.958  -0.002
H30 -5.444 2.267 -5.779  0.333
H31 0.922 7.478 -3.629  0.437
H32 0.471 5.991 -9.006  -0.207
C17 0.616 11.216 -11.041  -1.116
H33 0.385 -0.816 -9.134  0.403
C18 -4.026 2.374 -8.061  -0.233
O1 5.989 2.906 -11.389  -0.486
C19 -4.806 3.303 -12.182  -1.667
O2 -1.256 5.932 -6.420  -0.636
H34 -4.363 3.412 -8.003  0.727
C20 -2.595 8.635 -5.703  -1.921
C21 -4.157 3.581 -15.314  -0.776
H35 1.462 12.547 -13.389  0.415
H36 1.492 5.931 -6.927  -0.124
H37 3.694 6.424 -8.272  0.143
H38 -2.023 -2.010 -6.841  0.369
N2 -4.671 0.055 -7.527  0.631
H39 -5.536 0.920 -9.883  0.380
C22 -5.181 1.402 -7.777  1.820
C23 -6.046 1.406 -9.045  -2.086
C24 -0.912 9.488 -7.349  -0.129
H40 1.779 13.109 -10.992  0.464
H41 -2.024 2.858 -7.397  -0.114
H42 2.028 8.957 -5.621  0.609
H43 -5.223 4.203 -12.635  0.261
H44 -3.622 2.247 -9.074  -0.784
H45 -1.195 2.817 -11.669  0.086
H46 -4.859 4.388 -15.081  0.372
H47 5.345 5.915 -12.600  0.501
H48 4.975 4.284 -13.189  0.394
C25 -3.506 1.169 -12.419  -1.708
H49 0.518 4.617 -10.120  -0.166
H50 1.541 8.465 -7.274  -0.337
H51 0.565 1.241 -12.082  0.144
H52 -2.701 -1.585 -8.422  0.362
O3 -1.914 3.471 -11.712  1.007
H53 2.703 11.667 -10.757  0.288
H54 -3.181 6.944 -7.703  0.574
N3 -2.412 3.245 -13.024  -0.347
H55 2.550 9.509 -10.244  0.406
H56 -0.304 5.114 -12.984  -0.082
O4 -5.706 -0.867 -7.298  -0.549
H57 1.148 10.716 -15.096  0.454
C26 1.615 9.008 -10.506  -0.766
H58 -1.478 4.041 -9.616  -0.238
H59 -6.915 0.746 -8.938  0.531
H60 5.826 1.853 -9.113  0.387
H61 7.868 4.173 -8.176  0.381
H62 -1.963 0.613 -8.300  -0.666
H63 2.773 11.510 -15.239  0.421
H64 -4.478 0.709 -12.240  0.430
C27 0.675 1.127 -10.137  0.127
H65 -3.710 -2.381 -7.272  0.442
H66 1.949 8.062 -10.939  0.277
C28 0.183 -0.308 -10.081  -1.308
H67 7.856 5.013 -9.810  0.462
C29 -6.057 1.978 -6.640  -1.952
C30 -2.220 4.464 -13.815  2.061
H68 -0.541 5.545 -14.661  0.564
C31 4.314 4.609 -11.194  2.399
C32 2.191 11.979 -12.799  -1.421
N4 -0.673 7.197 -6.665  1.415
H69 0.673 -0.946 -10.819  0.445
H70 2.472 6.560 -5.683  0.426
H71 -1.553 10.371 -7.260  0.446
C33 4.009 5.521 -8.800  -0.014
H72 -0.216 11.697 -11.565  0.624
H73 -2.958 1.119 -11.470  0.009
N5 1.239 9.718 -12.870  0.254
H74 1.768 1.107 -10.100  0.199
H75 -3.705 1.545 -14.915  0.387
H76 -2.673 -0.548 -4.837  0.440
H77 -0.101 10.247 -5.478  0.366
H78 -2.851 0.558 -13.044  0.404
C34 -0.669 9.125 -11.422  -1.544
H79 -4.339 3.394 -16.375  0.430
C35 5.483 5.218 -8.490  -1.745
H80 -6.798 1.250 -6.323  0.382
H81 0.490 8.238 -13.809  0.290
C36 1.860 12.077 -11.327  -0.805
C37 -4.217 2.368 -14.414  -1.197
C38 7.547 4.152 -9.219  -1.960
H82 -1.252 5.533 -7.306  0.378
C39 -3.417 -0.279 -6.875  1.639
C40 -0.740 4.764 -13.924  -1.982
H83 -0.416 5.989 -10.545  -0.281
H84 4.487 2.676 -8.352  0.286
O5 0.276 1.778 -11.335  -0.352
H85 2.601 9.757 -15.379  0.345
O6 1.324 8.403 -13.354  -0.290
H86 -2.320 9.565 -5.212  0.303
C41 -2.834 2.168 -7.146  -0.432
H87 3.384 2.723 -11.957  0.799
H88 1.209 5.414 -5.208  0.427
H89 2.811 5.931 -10.518  -0.655
H90 3.958 10.108 -11.935  0.347
H91 -3.078 2.408 -6.106  0.416
H92 0.772 10.704 -6.919  0.531
C42 0.260 9.868 -6.437  -1.027
H93 -3.622 8.716 -6.066  0.495
H94 5.237 2.294 -11.310  0.365
H95 3.902 9.002 -13.301  0.340
H96 1.072 8.791 -9.586  -0.755
H97 -0.637 8.123 -11.853  0.067
H98 -3.139 8.548 -8.490  0.537
H99 0.258 1.679 -9.295  0.165
H100 3.117 12.535 -12.987  0.498
C43 1.192 8.660 -6.253  -0.624
H101 -4.540 3.631 -11.174  0.046
C44 -2.753 4.213 -15.244  -1.360
C45 0.059 7.578 -4.283  -1.979
O7 -1.220 4.747 -9.010  -0.110
C46 0.719 9.782 -11.499  2.164
H102 -3.956 0.690 -4.953  0.295
H103 3.687 5.512 -13.073  0.297
C47 -1.673 8.253 -6.885  2.277
H104 -5.972 -1.195 -8.165  0.342
C48 3.742 10.043 -13.002  -1.726
H105 -2.497 6.644 -13.573  0.491

Summary:
HOMO   -0.296 hartree
Net charge   0
Molar mass   864.4 g mol⁻¹
LUMO   0.3 eV
Frontier orbital gap   0.308 hartree

(5)
Molecular formula: C6H15NO
Method: DFT, the ωB97M-V functional and the def2-TZVPD basis

Last column: Mulliken charge in e.
CARTESIAN COORDINATES (ANGSTROEM)
H1 2.615 1.522 0.401  0.287
H2 -2.024 -0.063 2.493  0.264
C1 -0.084 0.297 -2.475  -0.176
H3 -0.709 -1.510 -1.373  0.590
O1 1.809 1.134 -0.040  -0.596
H4 0.263 0.011 -3.472  0.305
H5 -1.773 0.147 -0.152  0.588
N1 -1.148 -0.466 2.550  -0.793
H6 -0.729 2.132 -1.454  0.324
H7 0.832 -1.487 2.667  0.452
H8 1.299 -1.950 0.921  0.398
H9 1.274 -0.361 1.512  0.310
C2 -0.115 -0.717 -1.371  -0.376
H10 0.956 -0.862 -1.099  0.174
C3 -0.541 1.548 -2.355  -0.866
H11 1.109 1.784 -0.226  0.311
H12 -1.332 -1.975 1.008  0.329
H13 -0.127 0.750 0.267  0.122
H14 -0.432 2.081 -3.298  0.210
H15 -0.503 0.436 2.673  0.262
C4 -0.765 -0.076 0.012  -0.907
C5 -0.659 -1.058 1.257  0.384
C6 0.784 -1.316 1.555  -1.596

Summary:
HOMO   -0.341 hartree
Net charge   0
Molar mass   117.2 g mol⁻¹
LUMO   0.6 eV
Frontier orbital gap   0.364 hartree

Number 1: E -1287.82942 a.u.. Number 2: E -604.21960 a.u.. Number 3: E -7094.37712 a.u.. Number 4: E -2692.12088 a.u.. Number 5: E -367.50131 a.u..